The following is a DFT calculation (wB97M-V/def2-TZVPD) of the molecule C14H27N3O3.

Positions of all 47 atoms, in Å:
C: 1.89506 -2.02378 1.78203
H: 1.00525 -1.40163 1.72272
C: 2.50495 -2.25619 0.40468
H: 2.79203 -1.30575 -0.04646
C: 1.58126 -3.01961 -0.56301
N: 0.39891 -2.35521 -1.05718
C: 0.60626 -1.20661 -1.89514
H: 1.53249 -1.35617 -2.45333
C: 0.74081 0.17218 -1.19262
O: 1.82643 0.83531 -1.79139
H: 1.85220 1.75296 -1.46959
C: -0.55403 0.99882 -1.31044
N: -0.70827 1.93884 -0.21745
C: 0.12921 2.96131 0.08685
O: 1.14799 3.25533 -0.49501
C: -0.45138 3.66701 1.31408
N: -1.61736 2.85377 1.57393
C: -1.77828 1.84313 0.69376
O: -2.64070 1.00729 0.65990
H: -2.25752 3.01969 2.33056
C: -0.82486 5.10772 0.96165
H: 0.05818 5.63124 0.60561
H: -1.57991 5.12187 0.17873
H: -1.21487 5.62084 1.83749
C: 0.55030 3.61612 2.46857
H: 1.48112 4.08214 2.15693
H: 0.75260 2.58472 2.74916
H: 0.15753 4.14617 3.33296
H: -0.53919 1.54433 -2.25922
H: -1.43549 0.35637 -1.26939
H: 0.94057 0.01743 -0.11976
H: -0.20958 -1.14684 -2.62264
C: -0.78682 -2.35262 -0.22642
H: -0.66346 -3.11744 0.54270
C: -2.04305 -2.69134 -1.03946
C: -1.94371 -4.07527 -1.66615
H: -1.04883 -4.13535 -2.27983
H: -2.81194 -4.28064 -2.28789
H: -1.88411 -4.83989 -0.89469
H: -2.18462 -1.94788 -1.82488
H: -2.90755 -2.63748 -0.37550
H: -0.94936 -1.39263 0.28528
H: 1.25836 -3.94849 -0.08435
H: 2.17967 -3.29340 -1.44022
H: 3.41552 -2.84919 0.52113
H: 1.61509 -2.97124 2.23882
H: 2.61312 -1.52995 2.43448

Summary:
* LUMO level: 0.582 eV
* M: 285.4 g/mol
* HOMO energy: -7.9 eV
* gap between HOMO and LUMO: 8.44 eV
* DFT total energy: -25570.4947 eV
* SMILES string: CCCN(CCC)C[C@@H](O)CN1C(=O)NC(C)(C)C1=O

***

The following is a DFT calculation (wB97M-V/def2-TZVPD) of the molecule C14H27N3O3S in a non-equilibrium geometry.

Positions of all 48 atoms, in Å:
O: -1.96014 1.34468 1.14122
O: -0.64987 -3.93677 2.33036
O: 2.23851 0.22636 1.54198
S: -1.01885 -2.84503 -1.38265
C: -1.70451 1.46672 -0.04466
C: -0.73691 -2.79382 1.89559
C: 1.12703 0.32877 1.03123
N: -1.88542 -2.09477 1.79661
N: 0.32522 -0.70878 0.94383
N: -0.45423 1.60909 -0.49451
C: -1.47812 -4.59274 -1.16562
C: -2.81921 1.43385 -1.05163
C: -3.17175 -2.76886 2.01014
C: 1.50432 4.74851 0.10037
C: 2.98137 4.12057 -1.80156
C: 0.75546 -2.72434 -1.04716
C: 1.73913 3.71086 -0.98937
C: 1.33180 -2.87590 0.36161
C: 1.94313 2.25358 -0.42291
C: 0.57189 -2.07324 1.42989
C: 0.73692 1.67319 0.35794
H: -1.86789 -1.15424 1.51641
H: -0.58283 -0.54709 0.52378
H: -0.30966 1.63644 -1.46226
H: -1.18994 -4.98004 -0.19270
H: -1.05257 -5.20973 -1.94472
H: -2.56245 -4.65237 -1.21049
H: -3.02628 2.41184 -1.40119
H: -2.50060 0.85439 -1.89911
H: -3.70896 0.98603 -0.65867
H: -3.37250 -3.42322 1.19924
H: -3.08612 -3.40160 2.91533
H: -3.96939 -2.03608 2.15033
H: 1.22430 5.67945 -0.32183
H: 0.73148 4.45801 0.81554
H: 2.45156 4.95040 0.63057
H: 2.79877 5.06418 -2.29301
H: 3.16876 3.34345 -2.56142
H: 3.80902 4.21243 -1.17040
H: 1.24888 -3.42243 -1.68362
H: 1.09700 -1.71065 -1.30681
H: 0.90477 3.73759 -1.65980
H: 1.26041 -3.95236 0.65828
H: 2.37960 -2.55763 0.34968
H: 2.82012 2.31927 0.25144
H: 2.20775 1.57074 -1.23331
H: 1.22346 -2.02039 2.27813
H: 0.52753 2.34167 1.16988

Summary:
* LUMO level: 0.398 eV
* M: 317.5 g/mol
* HOMO energy: -8.7 eV
* gap between HOMO and LUMO: 9.08 eV
* DFT total energy: -36405.6830 eV
* SMILES string: CNC(=O)[C@@H](CCSC)NC(=O)[C@@H](CC(C)C)NC(C)=O

***

The following is a DFT calculation (wB97M-V/def2-TZVPD) of a structure of composition C14H27N3PRuSSe.

Positions of all 48 atoms, in Å:
Ru: 0.35056 -0.09374 0.16192
C: 0.26826 -0.73695 3.06869
C: 0.82628 0.67411 3.11614
N: 0.51955 1.35654 1.84360
C: 1.46436 2.40679 1.42591
C: 2.83475 1.81620 1.13084
S: 2.72682 0.21654 0.24496
C: 3.12390 -1.00127 1.55950
C: 2.00410 -2.00658 1.75575
N: 0.63866 -1.41448 1.79661
H: 0.61800 -1.32481 3.91975
H: -0.82072 -0.70364 3.10912
H: 0.39729 1.21611 3.96005
H: 1.90181 0.66263 3.26574
H: -0.40932 1.76111 1.90206
H: 1.05515 2.84264 0.51534
H: 1.56254 3.20504 2.16687
H: 3.39480 2.49283 0.48747
H: 3.44402 1.64167 2.01616
H: 4.01421 -1.54253 1.24040
H: 3.39642 -0.45774 2.46007
H: 2.00700 -2.69693 0.91434
H: 2.20216 -2.59313 2.65720
H: -0.00204 -2.19309 1.66985
Se: -1.58288 0.96663 -0.60584
C: -3.14417 1.84481 -1.27262
C: -3.19687 3.22842 -1.23091
C: -4.34698 3.82158 -1.73995
N: -5.35920 3.13577 -2.25727
C: -5.27811 1.81053 -2.28439
C: -4.18884 1.09889 -1.79495
H: -2.39431 3.83239 -0.83276
H: -4.44734 4.90052 -1.73175
H: -6.12288 1.28279 -2.71105
H: -4.17576 0.01894 -1.82684
C: -0.68713 -1.44127 -2.89434
P: 0.47107 -1.75088 -1.53024
C: 0.14503 -3.48396 -1.09895
C: 2.08387 -1.77593 -2.36082
H: -0.52800 -2.16511 -3.69478
H: -0.52841 -0.43546 -3.28226
H: -1.71193 -1.52947 -2.53515
H: 0.13416 -4.05906 -2.02622
H: -0.82690 -3.59069 -0.61646
H: 0.91428 -3.90254 -0.45107
H: 2.05827 -2.46182 -3.20842
H: 2.87392 -2.09784 -1.68112
H: 2.32055 -0.77458 -2.72016

Summary:
* multiplicity: 2
* LUMO level (alpha / beta): -7.199 / -8.567 eV
* M: 480.5 g/mol
* HOMO energy (alpha / beta): -14.9 / -14.8 eV
* gap between HOMO and LUMO (alpha / beta): 7.67 / 6.26 eV
* ⟨S²⟩: 0.764
* net charge: +2
* DFT total energy: -107464.4596 eV